A gas-phase ion, C6H8N3O2 (charge +1) in a non-equilibrium geometry, computed with wB97M-V/def2-TZVPD.

The calculation puts the HOMO-LUMO gap (spin up / spin down) at 8.31 / 5.57 eV. As for the energy above the lowest of the compared OMol25 structures with the same formula, charge and spin: 57.68 kcal/mol. The spin multiplicity is 1. For the HOMO energy (spin up / spin down), the calculation gives -12.4747 / -12.1303 eV. As for the total energy: -547.77532 Eh. As for the total charge: +1.

Each atom is followed by the atoms it is bonded to, with distances in Å.
Element x y z (Å)
1 H 0.4715 -2.4744 1.8113  C13 1.109
2 H 2.1525 -0.1820 -0.9486  C19 1.104
3 H -1.8209 -2.3371 0.9598  C10 1.068
4 H 2.2418 -1.4371 1.2437  N12 1.012
5 N -1.5882 0.8667 -0.7712  C7 1.400, H8 1.011, C16 1.354
6 H 2.5955 0.6880 0.5466  C19 1.088
7 C -1.3743 2.1201 -0.1865  N5 1.400, O9 1.193, N18 1.397
8 H -2.4987 0.5402 -1.0662  N5 1.011
9 O -2.1911 2.9724 -0.0147  C7 1.193
10 C -0.9164 -2.1098 0.4393  H3 1.068, C13 1.346
11 C 0.6003 0.9711 -0.2093  C16 1.420, N18 1.371, C19 1.466
12 N 1.4111 -1.0575 0.8087  H4 1.012, C13 1.355, C19 1.487
13 C 0.2729 -1.7746 0.9739  H1 1.109, C10 1.346, N12 1.355
14 O -0.1815 -0.8701 -1.6017  H15 0.971, C16 1.330
15 H -0.9682 -1.4235 -1.7378  O14 0.971
16 C -0.4067 0.2127 -0.8626  N5 1.354, C11 1.420, O14 1.330
17 H 0.4276 3.0030 0.4161  N18 1.009
18 N -0.0206 2.1361 0.1602  C7 1.397, C11 1.371, H17 1.009
19 C 1.7934 0.1556 0.0388  H2 1.104, H6 1.088, C11 1.466, N12 1.487


2 unconnected molecules or ions with the total composition C6H8N4O in a non-equilibrium geometry, computed with wB97M-V/def2-TZVPD.

The calculation puts the HOMO-LUMO gap at 9.96 eV. As for the energy above the lowest of the compared OMol25 structures with the same formula, charge and spin: 129.85 kcal/mol. The spin multiplicity is 1. For the HOMO energy, the calculation gives -9.2544 eV. As for the total energy: -527.49153 Eh. The SMILES is C#CCNN=C.c1conn1. As for the total charge: 0.

Each atom is followed by the atoms it is bonded to, with distances in Å.
Element x y z (Å)
1 O -1.9048 0.9633 -2.0481  C6 1.331, N12 1.409
2 H 1.7766 1.4086 -1.6878  C8 1.096
3 C 1.0164 -0.4074 2.1864  C9 1.479, H11 1.103, N17 1.457, H18 1.097
4 H 0.0000 -1.4596 -1.0455  C16 1.080
5 N -1.0889 -0.8827 -2.8100  N12 1.250, C16 1.371
6 C -1.1722 0.4294 -1.0730  O1 1.331, H14 1.097, C16 1.355
7 H 0.2237 1.3606 1.4502  N17 1.024
8 C 1.3014 1.5068 -0.7054  H2 1.096, N10 1.269, H15 1.104
9 C -0.0582 -1.3139 1.7279  C3 1.479, C13 1.192
10 N 1.6355 0.6792 0.1963  C8 1.269, N17 1.364
11 H 0.8582 -0.1541 3.2477  C3 1.103
12 N -1.8113 0.0811 -3.1427  O1 1.409, N5 1.250
13 C -0.9445 -2.0174 1.3516  C9 1.192, H19 1.117
14 H -1.1075 0.9811 -0.1272  C6 1.097
15 H 0.5765 2.3226 -0.5351  C8 1.104
16 C -0.6437 -0.7343 -1.5215  H4 1.080, N5 1.371, C6 1.355
17 N 1.1064 0.8423 1.4425  C3 1.457, H7 1.024, N10 1.364
18 H 1.9889 -0.9099 2.1087  C3 1.097
19 H -1.7526 -2.6957 0.9852  C13 1.117


C6H8N4O3S in the gas phase in a non-equilibrium geometry, computed with wB97M-V/def2-TZVPD.

The calculation puts the HOMO-LUMO gap (spin up / spin down) at 8.63 / 8.63 eV. As for the energy above the lowest of the compared OMol25 structures with the same formula, charge and spin: 39.46 kcal/mol. The spin multiplicity is 1. For the HOMO energy (spin up / spin down), the calculation gives -8.8203 / -8.8200 eV. As for the total energy: -1076.18580 Eh. As for the total charge: 0.

Each atom is followed by the atoms it is bonded to, with distances in Å.
Element x y z (Å)
1 N -1.5378 -1.6987 0.0000  C4 1.406, C10 1.357, C11 1.488
2 C 1.4902 2.3705 -0.4417  N3 1.449, H6 1.155, H9 1.121, H21 1.192
3 N 1.8103 1.0146 -0.8387  C2 1.449, C8 1.397, N13 1.454
4 C -0.7122 -0.9833 0.8845  N1 1.406, O12 1.195, N14 1.317
5 H -2.2088 -3.4539 1.2494  C11 1.107
6 H 1.5363 3.0951 -1.3404  C2 1.155
7 O 0.3739 1.2740 -3.8016  S18 1.465
8 C 0.7848 0.0666 -0.8173  N3 1.397, N14 1.412, C15 1.318
9 H 0.4232 2.2863 -0.1099  C2 1.121
10 C -1.3125 -1.9631 -1.3116  N1 1.357, O22 1.167
11 C -2.5409 -2.5927 0.6384  N1 1.488, H5 1.107, H17 1.120, H19 1.205
12 O -0.9768 -1.1176 2.0424  C4 1.195
13 N 2.4301 0.9036 -2.1495  N3 1.454, S18 1.797, H20 1.004
14 N 0.1938 -0.1318 0.4493  C4 1.317, C8 1.412, H16 1.096
15 C 0.3745 -0.4967 -1.9356  C8 1.318, S18 1.754
16 H 0.7200 0.3234 1.2958  N14 1.096
17 H -3.0988 -1.9392 1.3573  C11 1.120
18 S 1.2354 0.2036 -3.2943  O7 1.465, N13 1.797, C15 1.754
19 H -3.3438 -2.9310 -0.1939  C11 1.205
20 H 3.3999 0.6432 -2.1549  N13 1.004
21 H 2.3208 2.9568 0.1808  C2 1.192
22 O -1.7643 -2.6249 -2.1603  C10 1.167


A gas-phase ion, C6H8N6 (charge +2) in a non-equilibrium geometry, computed with wB97M-V/def2-TZVPD.

The calculation puts the HOMO-LUMO gap (spin up / spin down) at 7.89 / 7.90 eV. As for the energy above the lowest of the compared OMol25 structures with the same formula, charge and spin: 0.00 kcal/mol. The spin multiplicity is 1. For the HOMO energy (spin up / spin down), the calculation gives -17.4093 / -17.4100 eV. As for the total energy: -561.24001 Eh. The SMILES is c1c[n+](/N=N/[n+]2cc[nH]c2)c[nH]1. As for the total charge: +2.

Each atom is followed by the atoms it is bonded to, with distances in Å.
Element x y z (Å)
1 H -0.1550 2.6636 0.1923  C16 1.073
2 H -2.9978 -2.8596 2.6018  N17 1.018
3 H 2.4721 0.3887 -2.2190  C13 1.077
4 H 0.0910 -2.6690 -0.2590  C10 1.072
5 H -1.5781 -4.3575 1.0999  C20 1.075
6 N 0.9830 1.1712 -0.8680  N8 1.301, C13 1.362, C16 1.380
7 H -2.3739 -0.3944 2.3217  C9 1.078
8 N 0.5114 0.0008 -0.5494  N6 1.301, N18 1.506
9 C -1.9398 -1.2492 1.8298  H7 1.078, N15 1.361, N17 1.315
10 C -0.6652 -2.4582 0.4715  H4 1.072, N15 1.380, C20 1.357
11 H 2.9969 2.8748 -2.5914  N19 1.018
12 C 1.4401 3.2914 -1.2041  H14 1.075, C16 1.356, N19 1.373
13 C 1.9984 1.2473 -1.7725  H3 1.077, N6 1.362, N19 1.313
14 H 1.4756 4.3658 -1.2180  C12 1.075
15 N -0.9458 -1.1775 0.9033  C9 1.361, C10 1.380, N18 1.302
16 C 0.6315 2.4558 -0.5066  H1 1.073, N6 1.380, C12 1.356
17 N -2.2741 -2.5128 1.9750  H2 1.018, C9 1.315, C20 1.371
18 N -0.4482 -0.0105 0.6108  N8 1.506, N15 1.302
19 N 2.2755 2.5160 -1.9698  H11 1.018, C12 1.373, C13 1.313
20 C -1.4975 -3.2864 1.1516  H5 1.075, C10 1.357, N17 1.371


2 unconnected molecules or ions with the total composition C6H8N6O2 in a non-equilibrium geometry, computed with wB97M-V/def2-TZVPD.

The calculation puts the HOMO-LUMO gap (spin up / spin down) at 6.02 / 6.03 eV. As for the energy above the lowest of the compared OMol25 structures with the same formula, charge and spin: 36.84 kcal/mol. The spin multiplicity is 1. For the HOMO energy (spin up / spin down), the calculation gives -17.4744 / -17.4745 eV. As for the total energy: -711.49209 Eh. As for the total charge: +2.

Each atom is followed by the atoms it is bonded to, with distances in Å.
Element x y z (Å)
1 C -2.0749 0.1977 1.3100  H4 1.061, C5 1.369, C16 1.409
2 N 1.3430 0.2111 -2.3459  H11 1.003, H21 0.965
3 H 5.2450 0.8054 1.5467  N7 1.009
4 H -2.5683 0.5973 2.1596  C1 1.061
5 C -2.7213 -0.2417 0.1858  C1 1.369, N10 1.534, C18 1.396
6 N 3.5038 0.1413 0.9016  N7 1.287, C14 1.205
7 N 4.6947 -0.0204 1.3616  H3 1.009, N6 1.287, H8 1.002
8 H 5.0186 -0.9511 1.5456  N7 1.002
9 N 1.3602 0.1108 -0.2196  C14 1.217, C15 1.382
10 N -4.2534 -0.3076 0.1390  C5 1.534, O12 1.208, O22 1.179
11 H 2.2151 -0.2366 -2.5597  N2 1.003
12 O -4.7594 -0.0745 -0.9329  N10 1.208
13 H -0.2756 0.7834 2.1481  C16 1.023
14 C 2.4430 0.0716 0.3352  N6 1.205, N9 1.217
15 C 0.0095 0.1266 0.0702  N9 1.382, C16 1.440, N19 1.327
16 C -0.6712 0.3251 1.3231  C1 1.409, H13 1.023, C15 1.440
17 H 0.0388 -0.3244 -1.9319  N19 1.212
18 C -1.9772 -0.5219 -0.9623  C5 1.396, N19 1.311, H20 1.110
19 N -0.6749 -0.3678 -0.9533  C15 1.327, H17 1.212, C18 1.311
20 H -2.5776 -0.8648 -1.8304  C18 1.110
21 H 1.3855 1.1666 -2.4721  N2 0.965
22 O -4.7033 -0.6258 1.1816  N10 1.179


A gas-phase ion, C6H8NO (charge +1) in a non-equilibrium geometry, computed with wB97M-V/def2-TZVPD.

The calculation puts the HOMO-LUMO gap at 9.78 eV. As for the energy above the lowest of the compared OMol25 structures with the same formula, charge and spin: 45.56 kcal/mol. The spin multiplicity is 1. For the HOMO energy, the calculation gives -14.1396 eV. As for the total energy: -363.02468 Eh. As for the total charge: +1.

Each atom is followed by the atoms it is bonded to, with distances in Å.
Element x y z (Å)
1 H 1.9653 1.2267 1.9279  C6 1.105
2 H -2.3004 0.9499 -0.8379  C10 1.080
3 H 1.0013 -1.4322 -1.4254  N8 1.038
4 H 1.1466 -1.9183 2.3922  C15 1.097
5 H 1.8057 -0.0508 -1.2224  N8 1.052
6 C 1.3959 0.3082 1.6966  H1 1.105, C12 1.446, C15 1.309
7 H 0.0494 1.3876 -1.2259  C13 1.048
8 N 0.8514 -0.4683 -1.0718  H3 1.038, H5 1.052, C13 1.476
9 H -0.4277 0.3312 -2.6430  C13 1.113
10 C -1.5372 0.2043 -0.6685  H2 1.080, C11 1.467, C13 1.607, H16 1.120
11 C -1.0923 0.3060 0.7254  C10 1.467, C12 1.408, O14 1.205
12 C 0.1618 -0.1896 1.1301  C6 1.446, C11 1.408, C15 1.400
13 C -0.2157 0.4291 -1.5552  H7 1.048, N8 1.476, H9 1.113, C10 1.607
14 O -1.8209 0.6477 1.6228  C11 1.205
15 C 1.0511 -0.9361 1.9127  H4 1.097, C6 1.309, C12 1.400
16 H -2.0343 -0.7956 -0.7574  C10 1.120


A gas-phase ion, C6H8NO2 (charge -1) in a non-equilibrium geometry, computed with wB97M-V/def2-TZVPD.

The calculation puts the HOMO-LUMO gap at 8.24 eV. As for the energy above the lowest of the compared OMol25 structures with the same formula, charge and spin: 48.85 kcal/mol. The spin multiplicity is 1. For the HOMO energy, the calculation gives -4.3145 eV. As for the total energy: -438.62408 Eh. The SMILES is CC(C)[C@]1(C(=O)[O-])C=N1. As for the total charge: -1.

Each atom is followed by the atoms it is bonded to, with distances in Å.
Element x y z (Å)
1 O 0.5126 2.0227 0.9081  C13 1.248
2 H -0.6622 -1.2218 2.1992  C11 1.083
3 H -1.5433 0.1651 -1.1142  C4 1.085
4 C -1.5301 -0.2507 -0.1126  H3 1.085, H8 1.043, H12 1.131, C15 1.483
5 C 0.6868 0.2953 -0.6458  C13 1.516, C14 1.443, C15 1.504, N16 1.683
6 H 1.0913 -1.1443 1.9629  C11 1.076
7 H 0.0746 0.2143 -2.8914  C14 1.021
8 H -1.6628 0.4256 0.6698  C4 1.043
9 H -0.0054 -1.7550 -0.2308  C15 1.200
10 H -0.0259 0.3346 2.0668  C11 1.114
11 C 0.1465 -0.7025 1.6998  H2 1.083, H6 1.076, H10 1.114, C15 1.529
12 H -2.2252 -1.1375 -0.0201  C4 1.131
13 C 1.1006 1.6594 -0.1307  O1 1.248, C5 1.516, O17 1.246
14 C 0.5749 -0.0523 -2.0420  C5 1.443, H7 1.021, N16 1.270
15 C -0.1340 -0.6415 0.1977  C4 1.483, C5 1.504, H9 1.200, C11 1.529
16 N 1.6992 -0.5355 -1.7026  C5 1.683, C14 1.270
17 O 1.9024 2.3243 -0.8142  C13 1.246


Which of these has the lowest total energy?
C6H8N4O3S